ORCA calculation (wB97M-V/def2-TZVPD) on a gas-phase ion, C7H10N (charge +1).

CARTESIAN COORDINATES (ANGSTROEM)
1 C 2.1466 -1.0900 0.5807
2 C 2.1097 0.1798 0.6119
3 C 1.1428 -1.7308 -0.1944
4 C 1.7638 1.0388 -1.2237
5 C 0.9607 -0.1130 -0.3127
6 C -1.7386 -0.3745 0.5868
7 C -0.3108 0.3249 0.5131
8 N 2.4985 1.2936 0.0292
9 H 1.7502 -2.3179 -0.9564
10 H 0.3971 -2.2930 0.1700
11 H 2.3400 0.6537 -2.0379
12 H 1.1147 1.8205 -1.5728
13 H -1.8483 -1.1249 -0.1967
14 H -2.4939 0.4167 0.6809
15 H -1.8544 -0.9100 1.5803
16 H 0.0984 0.1390 1.5350
17 H -0.3729 1.4800 0.4560
18 H 3.4719 1.6459 0.1498

- HOMO level (eV) = -13.91
- net charge = +1
- largest force on an atom (eV/A) = 4.55
- ΔE to the lowest compared entry with this formula, charge and spin (eV) = 6.623
- total energy (eV) = -8896.970